1.
DFT (ωB97M-V/def2-TZVPD) results for C2H5NO2S in the gas phase in a non-equilibrium geometry.

As for the SMILES: C[C@H]1NS1(=O)=O. The charge is 0. Its electronic energy is -682.52898 hartree. The lowest unoccupied orbital energy comes out at 0.632 eV. The value obtained for the maximum force is 3.8 eV Å⁻¹. Its HOMO energy is -0.3723 Eh. The value obtained for the relative energy (zero: lowest compared OMol25 entry of this formula, charge and spin) is 290.38 kJ/mol.

Element x y z (Å)
O -1.9152 -1.3641 -0.0648
H 1.2397 -1.0456 1.2562
H 0.5948 1.2957 0.7863
N -0.4443 0.5625 -1.0695
H 2.2524 -0.0815 0.2862
C 0.2711 0.4132 0.2768
S -1.5229 -0.0211 0.0532
H 1.2650 -1.3369 -0.6075
O -2.5277 0.8644 0.5294
H -0.5682 1.3310 -1.7307
C 1.3552 -0.6175 0.2843

***

2.
DFT (ωB97M-V/def2-TZVPD) results for 2 unconnected molecules or ions with the total composition C2H5NO3 in a non-equilibrium geometry.

As for the SMILES: O=CNC=O.O. The charge is 0. Its electronic energy is -359.65782 hartree. The lowest unoccupied orbital energy comes out at 0.384 eV. The value obtained for the maximum force is 2.7 eV Å⁻¹. Its HOMO energy is -0.3828 Eh. The value obtained for the relative energy (zero: lowest compared OMol25 entry of this formula, charge and spin) is 135.21 kJ/mol.

Element x y z (Å)
C -1.3321 -0.5283 1.4590
O -2.2671 -0.1307 0.8546
N -0.3786 -1.4811 0.9922
H 1.3105 -1.6873 -0.1628
O 1.3248 2.8335 -2.2290
H 0.9735 3.7060 -2.0889
O -0.3003 -1.2968 -1.3223
H 1.4563 2.3073 -1.4203
C 0.2506 -1.4134 -0.2853
H -1.0306 -0.2397 2.4745
H -0.0070 -2.0697 1.7283

***

3.
DFT (ωB97M-V/def2-TZVPD) results for C2H5NO3S in the gas phase in a non-equilibrium geometry.

The charge is 0. Its electronic energy is -757.72318 hartree. The lowest unoccupied orbital energy comes out at 0.422 eV. The value obtained for the maximum force is 4.5 eV Å⁻¹. Its HOMO energy is -0.3115 Eh. The value obtained for the relative energy (zero: lowest compared OMol25 entry of this formula, charge and spin) is 466.65 kJ/mol.

Element x y z (Å)
S -0.2254 0.5645 -1.2079
H 1.9171 1.6255 -0.7243
C 0.3370 -1.3187 -0.5355
H -0.4190 -0.5563 1.2954
O 1.1161 -1.8804 -1.2403
O -1.3523 0.7819 -0.3309
H -0.4604 2.1898 0.2511
N 1.0760 1.3304 -0.3007
H -1.5866 -1.3705 0.4385
C -0.4709 -1.5079 0.6287
O 0.4717 2.4694 0.3728
H -0.4032 -2.3276 1.3530

***

4.
DFT (ωB97M-V/def2-TZVPD) results for a molecular structure, C2H5NO3S in a non-equilibrium geometry.

As for the expectation value of S²: 2.01. As for the spin multiplicity: 3. The charge is 0. Its electronic energy is -757.71724 hartree. The lowest unoccupied orbital energy (spin up / spin down) comes out at 0.669 / -3.449 eV. The value obtained for the maximum force is 4.2 eV Å⁻¹. Its HOMO energy (spin up / spin down) is -0.2472 / -0.3747 Eh. The value obtained for the relative energy (zero: lowest compared OMol25 entry of this formula, charge and spin) is 17.95 kJ/mol.

Element x y z (Å)
O -0.1182 0.2097 -0.5851
H 2.7649 0.6366 -0.4274
H 2.2257 2.2714 -0.0137
O 0.5787 0.6623 1.4190
C 1.9368 1.3393 -0.4878
H 1.6879 1.5018 -1.5354
S -1.2876 -0.8051 0.9680
O -0.5426 -1.9540 1.3347
H -3.0978 -0.8183 -0.5248
C 0.7414 0.7161 0.2017
H -2.4069 -2.3492 -0.3548
N -2.4823 -1.4106 0.0056

***

5.
DFT (ωB97M-V/def2-TZVPD) results for 2 unconnected molecules or ions with the total composition C2H5NO4 in a non-equilibrium geometry.

As for the SMILES: O=CNC(=O)O.O. The charge is 0. Its electronic energy is -434.90444 hartree. The lowest unoccupied orbital energy comes out at 0.210 eV. The value obtained for the maximum force is 3.4 eV Å⁻¹. Its HOMO energy is -0.4121 Eh. The value obtained for the relative energy (zero: lowest compared OMol25 entry of this formula, charge and spin) is 235.42 kJ/mol.

Element x y z (Å)
H -3.6401 -0.5068 3.1709
C 1.2197 0.8171 0.2166
H 1.1939 1.4181 -1.6402
H -3.9297 0.2144 1.9750
C 1.2047 -0.4832 -1.8901
H 1.5147 -1.4739 -0.2268
O 0.9692 -0.7082 -3.0595
O 1.2986 -0.0546 1.0572
O -4.2330 -0.5333 2.3974
N 0.7116 0.6876 -1.1610
H 1.7401 1.8328 0.2430
O 1.9500 -1.2100 -1.0825

***

6.
DFT (ωB97M-V/def2-TZVPD) results for 2 unconnected molecules or ions with the total composition C2H5NO4 in a non-equilibrium geometry.

As for the SMILES: O=CNC(=O)O.O. The charge is 0. Its electronic energy is -434.95540 hartree. The lowest unoccupied orbital energy comes out at 0.438 eV. The value obtained for the maximum force is 2.4 eV Å⁻¹. Its HOMO energy is -0.4140 Eh. The value obtained for the relative energy (zero: lowest compared OMol25 entry of this formula, charge and spin) is 101.63 kJ/mol.

Element x y z (Å)
C -0.2068 0.5654 -0.7272
O -0.2700 0.4935 -1.9171
O -0.3324 -2.1452 -0.5233
H -1.1640 0.7109 0.8943
O 0.2429 0.2654 2.0693
H -1.1573 -1.6308 -0.5669
H 1.8238 0.4751 -0.6006
N 1.0165 0.6504 -0.0208
H 0.2335 -1.9987 -1.2617
O -1.3671 0.4735 -0.0284
H 2.2453 0.1492 1.6164
C 1.1999 0.3012 1.3368

***

7.
DFT (ωB97M-V/def2-TZVPD) results for 2 unconnected molecules or ions with the total composition C2H5NO4 in a non-equilibrium geometry.

As for the SMILES: O=CNC(=O)O.O. The charge is 0. Its electronic energy is -434.94165 hartree. The lowest unoccupied orbital energy comes out at 0.425 eV. The value obtained for the maximum force is 1.7 eV Å⁻¹. Its HOMO energy is -0.4057 Eh. The value obtained for the relative energy (zero: lowest compared OMol25 entry of this formula, charge and spin) is 137.73 kJ/mol.

Element x y z (Å)
C -2.0196 -0.7123 2.4025
C -0.1902 -1.4485 0.6391
N -1.0344 -0.6660 1.3858
H -1.8622 -2.6379 2.4616
H 2.9247 3.6557 -4.2976
H 0.6426 -0.8737 0.2506
O -0.2988 -2.6123 0.3768
H -0.9904 0.3027 1.0918
H 3.7616 2.8951 -5.2996
O 3.7831 3.6713 -4.7299
O -2.4522 0.3194 2.7964
O -2.2642 -1.8934 2.9227

***

8.
DFT (ωB97M-V/def2-TZVPD) results for a molecular structure, C2H5NO4S in a non-equilibrium geometry.

The charge is 0. Its electronic energy is -833.02018 hartree. The lowest unoccupied orbital energy comes out at 0.418 eV. The value obtained for the maximum force is 4.8 eV Å⁻¹. Its HOMO energy is -0.3359 Eh. The value obtained for the relative energy (zero: lowest compared OMol25 entry of this formula, charge and spin) is 202.78 kJ/mol.

Element x y z (Å)
C -0.6068 0.3214 0.1283
O 1.6330 0.3536 1.4741
H -0.5933 -0.1949 -1.8565
C 0.2299 -1.3866 0.7529
H -2.0444 -0.0352 -1.1052
O 1.7089 0.5807 -0.9461
H -1.1781 0.7230 0.8774
N -1.1707 0.3487 -1.1628
O 0.9516 2.5091 0.3762
O 0.9373 -2.0281 0.0437
S 0.9786 1.1050 0.1491
H -0.0966 -1.7077 1.7916
H 2.2676 -0.2891 1.1724

***

9.
DFT (ωB97M-V/def2-TZVPD) results for C2H5NOP2 in the gas phase in a non-equilibrium geometry.

As for the SMILES: PN/P=C1/CO1. The charge is 0. Its electronic energy is -891.80572 hartree. The lowest unoccupied orbital energy comes out at 0.867 eV. The value obtained for the maximum force is 1.7 eV Å⁻¹. Its HOMO energy is -0.2939 Eh. The value obtained for the relative energy (zero: lowest compared OMol25 entry of this formula, charge and spin) is 176.19 kJ/mol.

Element x y z (Å)
P 0.7511 2.3427 -1.7310
H 0.0963 1.8174 -2.8554
P -0.0731 1.0874 1.0060
C -0.6863 -1.7699 1.7141
C -0.2888 -0.5579 1.0456
H 0.0274 -2.3183 2.3176
H -1.7304 -1.9363 1.9499
O -0.3859 -1.6979 0.3203
H 1.9690 1.7518 -2.1267
H 0.0966 0.1637 -0.9749
N 0.2242 1.1173 -0.6655

***

10.
DFT (ωB97M-V/def2-TZVPD) results for C2H5NOS in the gas phase in a non-equilibrium geometry.

As for the SMILES: CS/C=N/O. The charge is 0. Its electronic energy is -607.29790 hartree. The lowest unoccupied orbital energy comes out at 0.937 eV. The value obtained for the maximum force is 3.5 eV Å⁻¹. Its HOMO energy is -0.3104 Eh. The value obtained for the relative energy (zero: lowest compared OMol25 entry of this formula, charge and spin) is 285.97 kJ/mol.

Element x y z (Å)
S 1.1956 -1.0119 -0.0570
H 1.9496 0.9617 1.0689
O -2.5988 -0.2499 0.0873
H -3.1442 0.3910 -0.4770
C -0.5681 -0.9826 0.0305
H -0.8388 -2.0158 0.2203
H 1.0595 1.4754 -0.2886
H 2.5675 0.6475 -0.4957
C 1.6775 0.6952 0.0216
N -1.2999 0.0894 -0.1103

***

11.
DFT (ωB97M-V/def2-TZVPD) results for C2H5NOS in the gas phase in a non-equilibrium geometry.

The charge is 0. Its electronic energy is -607.33323 hartree. The lowest unoccupied orbital energy comes out at 0.521 eV. The value obtained for the maximum force is 3.1 eV Å⁻¹. Its HOMO energy is -0.3026 Eh. The value obtained for the relative energy (zero: lowest compared OMol25 entry of this formula, charge and spin) is 193.20 kJ/mol.

Element x y z (Å)
H -0.5535 -2.0489 -0.0167
O -2.8723 -0.4270 -0.0393
C 0.9346 0.9124 -0.1049
S -1.9202 0.6931 0.0619
H 1.5799 0.9397 0.9392
H 0.9869 -1.3902 -0.0017
N 0.0206 -1.2768 0.2297
H 0.5883 1.8985 -0.2299
C -0.3655 0.0889 0.1224
H 1.6012 0.6105 -0.9607

***

12.
DFT (ωB97M-V/def2-TZVPD) results for C2H5NOS in the gas phase in a non-equilibrium geometry.

As for the SMILES: NCC(=O)S. The charge is 0. Its electronic energy is -607.36130 hartree. The lowest unoccupied orbital energy comes out at 0.480 eV. The value obtained for the maximum force is 3.6 eV Å⁻¹. Its HOMO energy is -0.3644 Eh. The value obtained for the relative energy (zero: lowest compared OMol25 entry of this formula, charge and spin) is 119.51 kJ/mol.

Element x y z (Å)
H 0.2545 -1.1334 -0.7313
C 0.2871 -0.4132 -0.0169
H 0.1264 -0.9935 0.9149
O -0.4651 1.8661 -0.0133
C -0.7990 0.6688 -0.0130
H 1.9678 0.1384 0.8578
H 1.5259 0.9693 -0.5773
H -2.1490 -1.2514 -0.2689
N 1.6690 0.0343 -0.1261
S -2.4176 0.1146 -0.0259

***

What is the relative energy (zero: lowest compared OMol25 entry of this formula, charge and spin) in the fourth record?
17.95 kJ/mol

***

What is the formula in the twelfth record?
C2H5NOS